## A
The following is a quantum chemistry calculation of a 3-piece molecular cluster, C5H12NO2 overall, from OMol25.

HOMO-LUMO gap	4.69	eV
HOMO energy	-0.463	Eh
molar mass	118.2	g/mol
total charge	+1

Each line ends with the Mulliken charge.
CARTESIAN COORDINATES (ANGSTROEM)
O 1.99363 0.75344 1.03088  -0.417
C 1.55799 0.72534 -0.07892  0.094
C 2.17199 -0.63979 -0.99849  -0.171
C 0.77531 -0.18616 -1.14417  -0.508
C -0.57774 -0.97341 1.38746  -0.398
C -0.94288 0.38317 1.59623  -0.211
N -1.54780 1.07803 0.57232  -0.342
H 1.50972 1.65971 -0.64273  0.412
H 2.94140 -0.28520 -1.68091  0.328
H 2.16452 -1.45993 -0.28627  0.235
H 0.09296 -0.87249 -1.82419  0.367
H 0.86502 0.56683 -1.93144  0.283
H -1.22006 -1.71769 0.88412  0.284
H 0.15134 0.60876 1.73854  0.287
H -2.06567 1.88802 0.90042  0.246
H -2.08393 0.47243 -0.28774  0.306
H 0.33318 -1.55823 1.55087  0.338
H -1.44692 0.34149 2.61642  0.411
H -2.65631 -0.44370 -2.05899  0.197
O -2.01575 -0.34060 -1.34337  -0.740

***

## B
The following is a quantum chemistry calculation of a 2-piece molecular cluster, C5H12NO2 overall, from OMol25.

HOMO-LUMO gap	10.47	eV
HOMO energy	-0.502	Eh
molar mass	118.2	g/mol
total charge	+1

Each line ends with the Mulliken charge.
CARTESIAN COORDINATES (ANGSTROEM)
O -2.03582 -0.10680 0.12416  -0.402
C -1.47135 -0.89700 0.81488  0.030
C -0.26337 -1.73043 0.45709  -0.353
C 0.90730 -0.91988 0.92202  -0.903
C 0.95996 0.56977 0.44825  0.347
C 0.61926 1.56340 1.27273  -0.983
N 1.14961 0.74889 -1.01107  -0.090
H -1.86314 -1.17098 1.87944  0.296
H -0.44341 -2.06784 -0.64069  0.292
H -0.16082 -2.67021 1.08906  0.309
H 0.86298 -0.93584 2.06689  0.369
H 1.89681 -1.42624 0.77581  0.373
H 0.43381 2.58746 1.13336  0.333
H 0.43892 1.44069 2.33303  0.283
H 0.22955 0.65601 -1.51214  0.282
H 1.82028 0.08445 -1.36885  0.413
H 1.52982 1.66781 -1.31304  0.415
H -1.65591 0.53056 -3.19377  0.338
H -1.82099 1.08520 -1.77144  0.368
O -1.13350 0.99098 -2.50573  -0.716

***

Ranking the structures above by energy, B is first and the second is 0.4246 hartree behind.